Entry 1:
Formula: C2H4OS2
Source: the Open Molecules 2025 dataset
Level of theory: wB97M-V/def2-TZVPD

HOMO (alpha / beta) in eV: -5.875 / -9.895
Energy in Eh: -949.99275
2S+1: 3
Gap between HOMO and LUMO (alpha / beta) in hartree: 0.243 / 0.294
Energy above the lowest of the compared OMol25 structures with the same formula, charge and spin in kcal per mole: 70.39
Charge: 0

Element x y z (Å)
1 S 0.873 -2.276 -0.401
2 S -0.585 2.338 -0.733
3 O 0.406 0.000 -1.756
4 C -0.574 0.563 -0.837
5 C 0.933 -0.481 -0.589
6 H 0.716 2.194 -0.148
7 H 1.565 0.071 -0.004
8 H 0.921 -2.607 -1.715
9 H -1.453 0.007 -0.913

The computed Mulliken charges, all in e, follow: -0.208 -0.160 -0.248 -0.178 -0.259 0.132 0.396 0.148 0.377



Entry 2:
Formula: C2H4P2
Source: the Open Molecules 2025 dataset
Level of theory: wB97M-V/def2-TZVPD

HOMO in eV: -9.289
Energy in Eh: -761.17998
SMILES string: [H]/P=C/C=P/[H]
Gap between HOMO and LUMO in hartree: 0.327
Energy above the lowest of the compared OMol25 structures with the same formula, charge and spin in kcal per mole: 47.00
Charge: 0

Element x y z (Å)
1 P 2.317 0.082 0.285
2 P -2.178 -0.154 0.226
3 C -0.679 0.542 0.095
4 C 0.807 -0.515 -0.051
5 H 0.533 -1.512 -0.349
6 H 2.991 -1.133 0.030
7 H -2.874 1.061 0.407
8 H -0.386 1.573 0.179

The computed Mulliken charges, all in e, follow: -0.112 -0.113 -0.191 -0.200 0.293 0.013 0.013 0.298



- Among the records above, which one has the lowest energy above the lowest of the compared OMol25 structures with the same formula, charge and spin?
  C2H4P2



- Look up the charge of the second one.
  0



- Look up the energy of the second one.
  -761.17998 Eh